1.
ORCA calculation (ωB97M-V/def2-TZVPD) on a 6-piece molecular cluster, C14H30Cl8N2O2 overall at a distorted geometry.

Properties
Total charge ... -1
2S+1 ... 2
Frontier orbital gap (alpha / beta) ... 2.0 / 9.4 eV
⟨S²⟩ ... 0.7505
LUMO level (alpha / beta) ... 2.3 / 2.3 eV

Each line ends with the natural charge from an NBO analysis.
Geometry (Å):
Cl 5.64093 0.45215 6.58866  -0.082
C 4.86552 1.48680 5.36190  -0.376
C 5.08191 0.87864 3.95427  -0.406
Cl 6.79602 0.81292 3.47479  -0.048
H 5.27503 2.49251 5.45648  0.217
H 3.80376 1.55478 5.59887  0.224
H 4.43404 1.52754 3.36495  0.252
H 4.62036 -0.10859 3.93301  0.217
Cl 0.24830 4.03361 -2.04303  -0.040
C 0.41316 2.51309 -2.86728  -0.427
C 0.67837 2.68849 -4.36258  -0.345
Cl 0.90137 0.98882 -5.00673  -0.113
H -0.41551 1.83167 -2.67473  0.240
H 1.27938 2.09289 -2.35621  0.228
H 1.53540 3.31252 -4.61593  0.219
H -0.21298 3.02740 -4.89053  0.217
Cl -2.94987 1.36077 -1.62210  -0.211
C -4.44477 2.21173 -1.11025  -0.651
C -4.25533 2.85325 0.29283  -0.487
Cl -2.94626 4.09388 0.31790  -0.082
H -5.27465 1.51383 -0.99914  0.180
H -4.75214 2.90792 -1.89060  0.209
H -3.94294 2.00275 0.89877  0.199
H -5.22347 3.15064 0.69577  0.218
Cl -1.61116 -5.61406 0.76549  -0.060
C -0.99628 -3.97637 0.98237  -0.455
C 0.46732 -3.83559 0.64503  -0.351
Cl 1.48039 -4.75081 1.87928  -0.118
H -1.18517 -3.60705 1.99035  0.218
H -1.61205 -3.30278 0.38640  0.226
H 0.93403 -2.86225 0.79638  0.245
H 0.60585 -4.22112 -0.36505  0.221
C 0.26171 -1.37799 -2.78394  0.535
O 0.58043 -0.83559 -1.74676  -0.672
N -0.91020 -1.87642 -2.99213  -0.418
C -1.38853 -2.34893 -4.30798  -0.452
C -1.95881 -1.82778 -1.99750  -0.559
H 0.93300 -1.39833 -3.65638  0.114
H -0.60629 -2.67476 -4.99357  0.207
H -2.10159 -1.74206 -4.86597  0.206
H -1.97668 -3.24138 -4.09416  0.199
H -2.37676 -2.83340 -1.95118  0.191
H -1.66048 -1.68632 -0.95871  0.218
H -2.73029 -1.09930 -2.24697  0.221
C 1.30071 1.46725 1.29781  0.545
O 2.20386 2.10499 1.83492  -0.654
N 0.50800 0.50820 1.85324  -0.431
C -0.85359 0.24719 1.41981  -0.447
C 1.00738 -0.18604 3.08776  -0.417
H 0.89020 1.72472 0.30918  0.116
H -1.13123 0.74864 0.49268  0.241
H -1.48327 0.69345 2.18951  0.188
H -1.06340 -0.81905 1.33483  0.183
H 0.72502 -1.23883 3.08388  0.198
H 2.09034 -0.10947 3.18492  0.217
H 0.50213 0.29144 3.92730  0.193

Cartesian forces, eV/Å:
Cl -0.01 0.03 0.36
C 0.52 -0.43 -0.51
C -1.25 0.81 1.39
Cl -0.60 0.12 -0.05
H 0.18 -0.17 -0.13
H 0.02 -0.24 -0.17
H 0.60 0.00 -0.91
H 0.46 -0.10 -0.08
Cl -0.60 1.16 0.28
C 1.07 -0.87 -0.21
C -0.75 -0.86 0.19
Cl 0.25 0.68 -0.08
H -0.17 0.40 -0.11
H 0.03 -0.43 -0.47
H -0.01 -0.28 0.16
H 0.13 0.23 0.18
Cl -0.47 0.20 0.07
C -0.18 0.94 0.78
C 0.30 -1.35 -1.17
Cl -0.74 -0.25 0.16
H 0.20 -0.50 -0.05
H 0.40 0.12 0.05
H 0.31 0.25 0.35
H 0.22 0.70 -0.16
Cl 0.01 -0.13 0.04
C -0.06 1.41 0.56
C 0.40 -0.56 0.55
Cl -0.32 -0.16 -0.61
H 0.03 -0.55 0.23
H 0.18 -0.20 -0.41
H -0.83 0.28 -0.55
H 0.57 -0.04 0.21
C 1.85 1.36 -0.28
O 0.79 0.35 1.06
N -2.82 -1.03 -1.72
C -0.14 -1.08 0.49
C -0.57 -0.85 0.54
H 0.06 -0.30 0.03
H 0.34 0.34 0.28
H 0.27 0.84 0.40
H 0.06 -0.26 -0.02
H -0.50 0.00 -0.31
H 0.65 0.64 -0.39
H 0.01 -0.17 -0.03
C -1.28 0.85 0.30
O -0.10 -1.23 -0.31
N 2.17 -0.94 0.59
C 0.10 0.40 0.46
C -1.12 0.90 -0.76
H 0.29 0.19 -0.17
H 0.44 -0.05 -0.09
H -0.47 -0.27 0.04
H 0.06 -0.02 0.00
H -0.07 0.00 -0.24
H -0.19 0.24 -0.18
H 0.25 -0.11 0.38


2.
ORCA calculation (ωB97M-V/def2-TZVPD) on C14H30ClNO4PRuSe2 as an isolated structure.

Properties
Total charge ... -2
2S+1 ... 6
Frontier orbital gap (alpha / beta) ... 5.7 / 6.5 eV
⟨S²⟩ ... 8.7795
LUMO level (alpha / beta) ... 4.5 / 4.4 eV
Energy relative to the best compared isomer or geometry (same formula, charge and spin) ... 15.4 kJ/mol

Each line ends with the natural charge from an NBO analysis.
Geometry (Å):
Ru -0.34209 -0.37611 0.15718  0.651
O 0.22713 2.70610 2.92985  -0.760
C 0.00660 3.74560 2.00377  -0.048
C 0.01504 3.38811 0.50522  -0.149
C 0.11830 4.76371 -0.20298  -0.028
O 0.26022 4.73395 -1.60311  -0.773
C 1.23658 2.58874 0.02139  -0.558
Se 1.72985 0.83778 0.78763  -0.220
C -1.33794 2.79546 0.06733  -0.583
Se -2.03560 1.25482 1.06445  -0.241
H -0.40851 2.00271 2.70214  0.491
H 0.78673 4.48853 2.20377  0.158
H -0.96333 4.23096 2.20292  0.146
H 0.99118 5.29711 0.19498  0.148
H -0.77326 5.35084 0.07154  0.140
H -0.08617 3.89879 -1.98346  0.521
H 2.12476 3.21016 0.16745  0.202
H 1.12339 2.41508 -1.04535  0.245
H -1.29099 2.48558 -0.97278  0.267
H -2.09466 3.58005 0.15034  0.200
C 0.38768 -0.95490 3.86510  -0.618
C 0.36201 -1.96370 2.70601  0.046
C 1.80032 -2.28601 2.28300  -0.616
C -0.33098 -3.25458 3.16102  -0.599
N -0.41629 -1.39867 1.63517  -0.443
H 0.92255 -1.36804 4.72741  0.179
H -0.63137 -0.70840 4.16596  0.209
H 0.87962 -0.03572 3.54630  0.245
H 2.30972 -2.84505 3.07390  0.186
H 2.36005 -1.37251 2.08709  0.233
H 1.81043 -2.88738 1.37288  0.198
H 0.20514 -3.70466 4.00189  0.184
H -0.36920 -3.97610 2.34380  0.202
H -1.35540 -3.03961 3.46911  0.208
Cl -2.61962 -0.54730 -5.65973  -0.929
C -0.15889 0.53488 -4.26785  -0.308
C -0.33218 1.16737 -2.95597  0.708
O -0.44316 2.41021 -2.89603  -0.746
O -0.33911 0.36311 -1.94615  -0.828
H -0.08060 1.16380 -5.13907  0.182
H 0.08059 -0.51097 -4.34475  0.164
C -0.35000 -3.92256 -0.66519  -0.953
P -0.33216 -2.24024 -1.39672  1.060
C -1.65404 -2.42156 -2.62756  -0.954
C 1.23180 -2.33453 -2.32536  -0.948
H -0.31313 -4.68600 -1.44697  0.207
H -1.26113 -4.04940 -0.08044  0.235
H 0.49816 -4.05414 0.00506  0.224
H -1.38018 -3.19066 -3.35430  0.217
H -1.86564 -1.49864 -3.16878  0.314
H -2.55654 -2.73769 -2.10108  0.227
H 1.23897 -3.21579 -2.97187  0.207
H 2.04745 -2.40002 -1.60255  0.233
H 1.36789 -1.43250 -2.91562  0.264

Cartesian forces, eV/Å:
Ru -0.08 0.41 -0.87
O -0.13 0.00 0.02
C 0.00 0.09 -0.01
C -0.08 0.00 0.01
C -0.02 -0.01 -0.08
O -0.03 0.02 0.03
C 0.10 -0.01 -0.01
Se -0.02 0.08 0.09
C 0.01 -0.02 -0.05
Se -0.01 -0.06 0.12
H 0.07 -0.04 -0.01
H 0.03 -0.03 -0.02
H 0.03 0.04 0.01
H 0.01 -0.02 -0.01
H 0.02 0.00 0.03
H 0.02 0.00 -0.01
H 0.01 -0.04 0.00
H 0.04 0.06 0.03
H -0.01 0.09 0.06
H -0.02 -0.03 0.07
C 0.04 -0.04 0.04
C -0.13 0.21 0.02
C 0.02 -0.01 -0.03
C -0.03 0.00 0.05
N 0.18 -0.49 0.26
H 0.01 0.00 0.01
H -0.03 -0.01 0.00
H 0.01 0.01 -0.02
H 0.02 0.00 0.02
H -0.01 0.00 0.01
H -0.03 -0.04 -0.01
H -0.01 -0.01 0.02
H 0.02 -0.01 -0.02
H -0.01 0.02 0.00
Cl -0.06 -0.13 -0.09
C 0.35 0.37 0.32
C -0.01 -0.13 -0.25
O 0.07 -0.08 -0.05
O 0.02 0.07 0.28
H -0.16 -0.05 -0.04
H -0.17 -0.07 -0.08
C -0.04 -0.05 -0.03
P -0.07 -0.29 0.28
C 0.05 0.06 -0.03
C 0.02 0.01 0.00
H -0.01 -0.01 0.00
H -0.02 0.01 0.01
H 0.04 0.02 0.02
H -0.03 0.01 -0.01
H 0.03 0.00 -0.01
H -0.01 0.04 -0.01
H 0.01 0.02 -0.03
H 0.00 0.00 -0.02
H -0.01 0.03 0.02


3.
ORCA calculation (ωB97M-V/def2-TZVPD) on C14H30CrNO3P2 as an isolated structure at a distorted geometry.

Properties
Total charge ... +1
2S+1 ... 5
Frontier orbital gap (alpha / beta) ... 7.0 / 6.9 eV
⟨S²⟩ ... 6.0266
LUMO level (alpha / beta) ... -2.7 / -2.8 eV
Energy relative to the best compared isomer or geometry (same formula, charge and spin) ... 317.5 kJ/mol

Each line ends with the natural charge from an NBO analysis.
Geometry (Å):
Cr -0.11842 0.30891 -0.15990  0.909
P 2.07285 -0.72491 0.10451  0.907
C 2.23662 -0.85340 -1.63862  -0.954
C 1.04192 -1.31324 -2.36245  0.265
N -0.13889 -0.84881 -1.87588  -0.628
C -1.28512 -1.29367 -2.38475  0.243
C -1.31006 -2.23877 -3.40748  -0.304
C -0.09769 -2.70540 -3.92722  -0.107
C 1.10223 -2.22636 -3.40879  -0.267
C -2.59583 -0.73815 -1.82069  -0.752
P -2.28828 0.81813 -0.94606  0.896
H 2.07074 -2.55102 -3.75151  0.238
H -2.29175 -2.57814 -3.78876  0.232
H -0.09663 -3.42173 -4.73999  0.232
H -3.31103 -0.55893 -2.63811  0.259
H -3.04928 -1.44848 -1.10796  0.261
H 2.16093 0.76528 -1.93922  0.486
H 3.22916 -1.09015 -2.04256  0.244
H 0.92443 2.91274 -1.03293  0.530
O 1.95932 1.72741 -1.96355  -1.008
H 1.38773 1.89411 -2.69776  0.468
H -0.03882 2.17676 0.27668  0.522
O 0.17698 3.26131 -0.56321  -0.855
H 0.52883 3.90360 0.06970  0.526
C -2.49312 2.10076 -2.20207  -0.934
H -3.54112 2.11972 -2.53455  0.250
H -2.20950 3.07605 -1.78236  0.258
H -1.84252 1.89548 -3.06211  0.253
C -3.61436 1.01720 0.24796  -0.942
H -3.29746 1.75327 0.99887  0.256
H -4.51967 1.37900 -0.25782  0.254
H -3.81902 0.05545 0.73909  0.256
C 2.17894 -2.42542 0.69158  -0.945
H 3.22701 -2.76396 0.63239  0.246
H 1.82963 -2.43985 1.73621  0.230
H 1.53169 -3.06955 0.07662  0.249
C 3.54225 0.17547 0.65095  -0.935
H 3.35551 0.58819 1.65427  0.241
H 4.39341 -0.52541 0.68019  0.248
H 3.75268 0.99636 -0.05305  0.263
C 0.93827 0.55641 3.47300  -0.614
C -0.25216 0.52455 2.55122  0.116
C -1.51278 0.89564 3.28763  -0.620
O -0.00405 1.41296 1.43828  -0.933
H 1.16891 1.58445 3.78437  0.226
H 1.83669 0.12422 3.01547  0.206
H 0.72908 -0.02316 4.37886  0.227
H -0.36304 -0.50075 2.15790  0.146
H -1.47055 1.93265 3.64634  0.223
H -2.41099 0.76945 2.67256  0.201
H -1.62726 0.24836 4.16480  0.228

Cartesian forces, eV/Å:
Cr 0.90 -1.26 -0.24
P -0.41 0.00 -1.22
C -0.35 -0.63 -1.33
C 2.48 0.65 1.90
N -0.22 0.08 0.38
C -1.10 -0.85 -1.00
C -0.88 0.33 0.19
C 0.71 0.40 0.12
C -1.27 -0.40 -0.79
C -0.01 -0.38 -0.41
P 0.16 0.07 0.01
H -0.01 -0.13 -0.10
H 0.83 0.18 0.20
H 0.00 -0.03 0.08
H 0.12 -0.29 0.23
H 0.16 0.17 -0.29
H 0.17 -1.58 0.00
H -0.43 -0.35 0.04
H 1.88 -0.91 -1.25
O -0.39 2.78 0.96
H -0.31 -0.08 -1.11
H -0.05 1.41 1.34
O -1.67 -1.01 2.40
H -0.02 0.21 0.07
C -0.20 0.35 -0.12
H 0.30 0.10 0.00
H -0.18 -0.26 -0.17
H -0.14 -0.02 0.21
C -0.54 0.30 0.04
H -0.22 -0.20 -0.20
H 0.08 -0.15 0.27
H 0.06 0.33 -0.08
C 0.27 -0.24 0.93
H -0.44 -0.08 0.05
H 0.23 -0.37 -0.20
H 0.24 0.30 0.22
C 0.24 -0.02 0.43
H 0.34 -0.10 -0.36
H -0.20 0.40 0.02
H -0.12 -0.34 0.29
C 0.61 -0.03 0.34
C -0.17 0.15 0.00
C -0.54 0.14 0.23
O 0.20 1.39 -1.69
H -0.12 -0.21 -0.15
H -0.25 0.15 0.04
H 0.00 0.05 -0.15
H -0.02 0.00 0.03
H 0.04 -0.20 -0.14
H 0.25 0.07 0.11
H 0.00 0.09 -0.15


no.,energy (eV)
1,-122258.6670
2,-179770.8069
3,-69629.8386